{
  "formula": "C5H10N2",
  "method": "ωB97M-V/def2-TZVPD",
  "species": ["C", "C", "C", "C", "C", "N", "N", "H", "H", "H", "H", "H", "H", "H", "H", "H", "H"],
  "xyz": [[0.07157, -0.19086, 1.41408], [0.78489, -0.23541, 0.07866], [-0.74049, -0.25859, 0.15176], [1.69785, 0.89537, -0.32570], [-1.83505, 0.70089, -0.34515], [0.81627, -1.68180, -0.27646], [-0.64490, -1.63232, -0.52495], [0.15828, -1.00157, 2.07987], [0.22245, 0.86847, 1.78187], [1.17301, 1.86998, -0.18184], [2.05869, 0.68183, -1.39067], [2.60751, 0.96612, 0.23169], [-2.30421, 1.42895, 0.32859], [-2.64554, -0.03205, -0.80579], [-1.42852, 1.42316, -1.06586], [1.25163, -1.56166, -1.20981], [-1.24344, -2.24052, 0.05972]],
  "mulliken_charge": [-0.85, 0.48, 0.70, -1.35, -1.20, -0.40, -0.43, 0.32, 0.24, 0.31, 0.31, 0.31, 0.33, 0.29, 0.27, 0.38, 0.28],
  "energy_ha": -305.8894,
  "smiles": "C[C@@]12C[C@]1(C)NN2",
  "total_charge": 0,
  "e_above_lowest_kj_mol": 353.0
}